Record 1
This record from the Open Molecules 2025 dataset describes a cluster of 7 separate species, C31H62BN9O12 in total in a non-equilibrium geometry. The level of theory is ωB97M-V/def2-TZVPD.

Values from the calculation:
- structure (SMILES) = CC[C@@H](C)[C@@](C#N)(COO)[C@](C#N)(CC(=O)OC(C)=O)B(N)O.CN(C)C=O.CN(C)C=O.CN(C)C=O.CN(C)C=O.CN(C)C=O.CN(C)C=O
- calculated total energy (eV) = -71808.6128
- E_HOMO (eV) = -8.9
- gap between HOMO and LUMO (eV) = 9.051
- spin multiplicity = 1

Atoms and positions in Å:
1 C -0.94959 -4.41925 6.36055
2 C -0.10901 -4.62953 5.09897
3 C -0.44933 -3.75433 3.85775
4 C -1.83235 -3.12255 3.98448
5 C 0.63353 -2.75195 3.42951
6 C 1.92879 -3.44417 3.44796
7 N 2.88347 -4.07992 3.58793
8 C 0.39764 -2.37173 1.95224
9 O 0.85743 -3.50064 1.19842
10 O 0.25172 -3.47269 -0.09442
11 C 0.78115 -1.43870 4.26958
12 C 2.08687 -0.88178 3.90862
13 N 3.11118 -0.45100 3.53425
14 C 0.77376 -1.62742 5.79072
15 C 1.56992 -0.53917 6.45493
16 O 1.28350 0.62439 6.41331
17 O 2.65450 -1.00928 7.18847
18 C 3.90812 -0.65224 6.68651
19 C 4.76271 -1.80604 6.27384
20 O 4.26986 0.49423 6.58644
21 B -0.23715 -0.26690 3.84144
22 N -1.39614 0.01990 4.70146
23 O -0.01972 0.49324 2.72704
24 H -0.43625 -4.90206 7.18024
25 H -1.05895 -3.38492 6.64084
26 H -1.92297 -4.87013 6.28132
27 H -0.26693 -5.65954 4.81676
28 H 0.92887 -4.55559 5.39003
29 H -0.52716 -4.45618 3.04102
30 H -1.89372 -2.34047 4.72360
31 H -2.11889 -2.66740 3.04350
32 H -2.55804 -3.89855 4.15208
33 H 1.01475 -1.53330 1.67060
34 H -0.64623 -2.20808 1.73182
35 H -0.50525 -4.06103 0.00452
36 H 1.22472 -2.55881 6.08319
37 H -0.22155 -1.52396 6.18974
38 H 5.64483 -1.85372 6.89231
39 H 4.23237 -2.74332 6.36358
40 H 5.06090 -1.65717 5.25168
41 H -1.17858 0.85159 5.23720
42 H -2.17743 0.26164 4.09691
43 H -0.85817 0.53545 2.24962
44 C -3.24220 1.15825 1.66374
45 O -2.95441 0.07072 2.16839
46 N -3.85613 1.31301 0.50130
47 C -4.12760 2.62764 -0.05637
48 C -4.26322 0.12954 -0.24535
49 H -2.99483 2.11247 2.15677
50 H -5.20122 2.75732 -0.19487
51 H -3.63361 2.72457 -1.02072
52 H -3.76068 3.40680 0.60768
53 H -4.95922 -0.46108 0.35239
54 H -3.39402 -0.48196 -0.47715
55 H -4.74582 0.43593 -1.16882
56 C -0.59986 -1.46937 -2.38667
57 O -1.23994 -0.49515 -2.01666
58 N -0.06120 -1.59706 -3.60708
59 C 0.69891 -2.77487 -3.99842
60 C -0.24195 -0.52187 -4.56495
61 H -0.40549 -2.33168 -1.72817
62 H 1.71372 -2.48818 -4.27362
63 H 0.22600 -3.25723 -4.85068
64 H 0.74552 -3.48160 -3.17342
65 H 0.17970 0.40453 -4.17238
66 H -1.30551 -0.35992 -4.74938
67 H 0.25353 -0.77868 -5.49746
68 C -3.31532 4.62379 -3.61670
69 O -4.02806 4.56415 -2.63142
70 N -3.35428 3.76573 -4.64681
71 C -2.47331 3.89665 -5.79181
72 C -4.31131 2.67180 -4.60722
73 H -2.55807 5.41482 -3.74568
74 H -3.06026 4.02746 -6.70263
75 H -1.85599 3.00209 -5.89283
76 H -1.82320 4.75912 -5.66627
77 H -5.32559 3.06531 -4.53647
78 H -4.12619 2.04510 -3.73390
79 H -4.21654 2.07260 -5.50835
80 C 1.20906 -4.51169 -7.30088
81 O 1.72663 -4.72055 -6.22174
82 N 0.24984 -5.27825 -7.84865
83 C -0.33222 -4.97983 -9.14274
84 C -0.21176 -6.44441 -7.11276
85 H 1.49234 -3.65363 -7.93458
86 H -1.40723 -4.81816 -9.04261
87 H -0.16212 -5.80976 -9.83092
88 H 0.12062 -4.08233 -9.55750
89 H -0.61733 -6.14108 -6.14730
90 H 0.62008 -7.12521 -6.93240
91 H -0.98120 -6.95494 -7.68500
92 C 4.26584 3.26059 -0.07498
93 O 4.08185 4.32153 -0.64353
94 N 4.88592 3.12038 1.10661
95 C 5.06382 1.82284 1.73726
96 C 5.38824 4.30860 1.77376
97 H 3.92111 2.30095 -0.49616
98 H 4.57009 1.81342 2.70857
99 H 6.12755 1.61757 1.87490
100 H 4.63055 1.04058 1.11961
101 H 4.56971 5.00178 1.96951
102 H 6.11667 4.81428 1.13900
103 H 5.85687 4.02702 2.71248
104 C -0.85635 8.13080 -1.66943
105 O -0.29330 9.20490 -1.72130
106 N -0.28422 6.98227 -1.26449
107 C -1.01765 5.73293 -1.22982
108 C 1.11130 7.00344 -0.85170
109 H -1.91502 8.00603 -1.95933
110 H -1.03816 5.34091 -0.21069
111 H -0.53207 5.00297 -1.88265
112 H -2.04051 5.88599 -1.56582
113 H 1.24131 7.68771 -0.01310
114 H 1.73845 7.35002 -1.67266
115 H 1.42177 6.00468 -0.55758



Record 2
This record from the Open Molecules 2025 dataset describes a structure of composition C31H62GeN6OS4Si3Sr. The level of theory is ωB97M-V/def2-TZVPD.

Values from the calculation:
- calculated total energy (eV) = -168467.3321
- net charge = +1
- expectation value of S² = 0.753
- E_HOMO (spin up / spin down) (eV) = -8.6 / -10.1
- ΔE to the lowest compared entry with this formula, charge and spin (kJ/mol) = 169.0
- gap between HOMO and LUMO (spin up / spin down) (eV) = 5.457 / 6.972
- spin multiplicity = 2

Atoms and positions in Å:
1 Sr -0.99562 -0.42020 -1.34469
2 C 1.95603 -2.53215 -4.72363
3 C 1.12556 -2.09959 -3.54691
4 N 0.36060 -1.07879 -3.55924
5 N 0.23778 -0.38365 -4.71929
6 C -0.57377 0.70864 -4.83880
7 N -0.61648 1.19273 -6.08841
8 S -1.45398 1.44498 -3.62489
9 C 1.15768 -2.91604 -2.30429
10 C 1.66290 -4.20581 -2.31877
11 C 1.64710 -4.95263 -1.14607
12 C 1.14185 -4.39354 0.00682
13 C 0.64297 -3.10257 -0.05928
14 N 0.64885 -2.38559 -1.18456
15 H 1.39199 -3.18896 -5.39229
16 H 2.84354 -3.06632 -4.39537
17 H 2.30765 -1.67568 -5.29821
18 H 0.65477 -0.76040 -5.55553
19 H 0.00838 0.88777 -6.81614
20 H -1.13344 2.04310 -6.23558
21 H 2.05653 -4.64376 -3.22583
22 H 2.03860 -5.96242 -1.14330
23 H 1.12500 -4.93367 0.94477
24 H 0.23364 -2.61353 0.82122
25 C -1.45842 6.36156 -0.21493
26 C -2.77696 5.69587 -0.63055
27 S -2.74448 4.01107 -1.27761
28 C -2.58475 3.00812 0.21391
29 C -1.23010 2.99888 0.90572
30 S 0.16836 2.26322 0.01602
31 C 0.60252 3.49470 -1.25048
32 C 0.91899 4.89237 -0.69501
33 S -0.06911 6.25525 -1.37368
34 H -1.11938 6.01289 0.75986
35 H -1.65034 7.42937 -0.09935
36 H -3.23770 6.27844 -1.42981
37 H -3.47136 5.71973 0.21400
38 H -2.82488 1.98798 -0.08336
39 H -3.34868 3.31516 0.93364
40 H -1.30654 2.38881 1.81040
41 H -0.92995 3.99808 1.22384
42 H -0.18625 3.54896 -1.98987
43 H 1.48461 3.06381 -1.72996
44 H 1.95171 5.15586 -0.92336
45 H 0.83875 4.92621 0.39226
46 C -3.44841 -2.20516 1.29488
47 C -3.64434 -0.78047 0.77166
48 C -4.27205 0.09845 1.84945
49 O -2.44075 -0.25601 0.30044
50 H -4.39967 -2.68920 1.53678
51 H -2.82913 -2.19412 2.19985
52 H -2.94095 -2.81218 0.53659
53 H -4.37593 -0.84344 -0.05212
54 H -3.56491 0.23908 2.67359
55 H -5.18614 -0.34982 2.25084
56 H -4.52745 1.08053 1.44362
57 C 4.06143 1.86285 4.36901
58 Si 2.72305 2.12658 3.06011
59 C 1.24952 2.97302 3.85819
60 C 3.39746 3.28180 1.73871
61 Ge 2.10603 0.00918 2.14459
62 Si 0.86841 -1.18163 3.78244
63 C 1.68975 -0.91051 5.44616
64 C 0.72618 -3.03800 3.50688
65 C -0.84389 -0.42402 3.77857
66 Si 3.84768 -0.55479 0.63950
67 C 5.49406 -0.01704 1.36298
68 C 3.51380 0.40761 -0.94543
69 C 4.02309 -2.37715 0.20047
70 H 3.70476 2.17988 5.35427
71 H 4.95016 2.45734 4.13215
72 H 4.37335 0.81929 4.45211
73 H 1.56765 3.92254 4.30323
74 H 0.80562 2.36572 4.65360
75 H 0.46955 3.19040 3.11958
76 H 3.54696 4.27690 2.17238
77 H 2.69740 3.37718 0.90266
78 H 4.36065 2.94538 1.34500
79 H 2.66403 -1.40624 5.49581
80 H 1.06045 -1.31884 6.24590
81 H 1.84656 0.15339 5.65044
82 H 1.67779 -3.48885 3.20936
83 H -0.04063 -3.29550 2.76687
84 H 0.42254 -3.50070 4.45163
85 H -0.80542 0.61493 4.12467
86 H -1.52184 -0.97373 4.44183
87 H -1.27141 -0.42337 2.77050
88 H 5.47173 0.99597 1.77096
89 H 6.27237 -0.05626 0.59197
90 H 5.78983 -0.69182 2.17241
91 H 3.30716 1.46073 -0.72442
92 H 2.63996 -0.00436 -1.46670
93 H 4.37180 0.36339 -1.62613
94 H 3.84798 -3.02583 1.06397
95 H 5.04379 -2.56291 -0.15102
96 H 3.33638 -2.67547 -0.60139
97 N -6.07160 -4.32740 -3.23646
98 C -4.97743 -3.55349 -3.00740
99 C -5.04801 -2.15355 -3.05378
100 C -3.90967 -1.41593 -2.82967
101 N -2.70479 -1.94544 -2.57125
102 C -2.64530 -3.28528 -2.53300
103 C -3.72046 -4.11855 -2.74103
104 H -6.98201 -3.90612 -3.26954
105 H -6.03750 -5.31135 -3.04294
106 H -5.98663 -1.65130 -3.25195
107 H -3.96064 -0.33194 -2.85234
108 H -1.67259 -3.72019 -2.31539
109 H -3.59362 -5.19239 -2.68810